Molecular formula: C10H38ClInO10P
Method: DFT, wB97M-V/def2-TZVPD

Output
Maximum force: 0.01310 hartree/bohr
HOMO: -5.317 eV
Charge: -1

Last column: Mulliken charge in e.
Geometry (Å):
1 C -1.0285 -0.8492 0.9919  -1.4359
2 C -1.0040 0.6135 1.4106  0.0635
3 C -0.8880 1.6332 0.2587  -0.2874
4 Cl 0.6787 2.5704 0.4663  -0.2542
5 In -1.0413 0.9210 -1.8591  0.8145
6 P 0.9445 1.7380 -3.2944  0.4658
7 O 2.2732 1.9030 -2.6415  -0.7038
8 O 1.0810 0.6933 -4.5685  -0.5838
9 O 0.5686 3.0361 -4.1948  -0.5205
10 H -0.9527 -1.4650 1.8929  0.4170
11 H -1.9618 -1.1333 0.5028  0.4012
12 H -0.1738 -1.1094 0.3666  0.3527
13 H -1.8955 0.8460 2.0014  0.2874
14 H -0.1447 0.7502 2.0676  -0.0439
15 H -1.6563 2.3973 0.3768  0.2740
16 H -1.1098 -0.8184 -2.0996  -0.4554
17 H -2.4674 1.7068 -2.5466  -0.3975
18 H 1.1518 -0.1980 -4.2039  0.2972
19 H 0.4994 2.8074 -5.1279  0.2814
20 C -1.8056 -4.0060 -0.5683  -0.1832
21 O -1.5360 -4.0479 0.8388  -0.5075
22 H -1.9356 -2.9655 -0.8535  0.1084
23 H -0.9663 -4.4265 -1.1196  0.0809
24 H -2.7205 -4.5592 -0.8060  0.2199
25 H -1.4022 -4.9695 1.0803  0.2755
26 C -5.3102 -5.2408 1.2500  -0.5536
27 O -4.5269 -4.1771 1.7477  -0.4627
28 H -6.3472 -5.0240 1.5026  0.2297
29 H -5.2363 -5.3341 0.1610  0.2478
30 H -5.0423 -6.2028 1.7018  0.2438
31 H -3.6011 -4.3337 1.5160  0.3173
32 C -2.1955 4.6259 2.8244  -0.5003
33 O -1.1531 3.7213 3.1414  -0.4262
34 H -2.7934 4.7574 3.7264  0.2604
35 H -1.8073 5.6023 2.5195  0.1681
36 H -2.8471 4.2372 2.0343  0.2374
37 H -0.6232 3.5998 2.3425  0.2092
38 C 2.3567 0.3142 3.5759  -0.4862
39 O 1.8357 -0.7058 2.7374  -0.4206
40 H 2.0958 1.2645 3.1146  0.1188
41 H 1.9181 0.2775 4.5778  0.2846
42 H 3.4465 0.2500 3.6569  0.2768
43 H 2.0504 -1.5602 3.1190  0.2512
44 C 1.6523 -6.3476 -1.7495  -0.5888
45 O 0.9979 -5.5044 -0.8153  -0.4156
46 H 0.8800 -6.7638 -2.3934  0.2217
47 H 2.3603 -5.7936 -2.3711  0.2812
48 H 2.1789 -7.1722 -1.2598  0.2462
49 H 1.6582 -5.1103 -0.2389  0.2668
50 C 5.0543 2.1923 -4.1471  -0.5029
51 O 4.4456 0.9340 -4.3497  -0.5221
52 H 5.7744 2.3379 -4.9547  0.2395
53 H 4.3187 2.9996 -4.1683  0.2210
54 H 5.5891 2.2432 -3.1921  0.2164
55 H 3.7513 0.8662 -3.6737  0.3464
56 C 1.1421 6.1006 1.3340  -0.4536
57 O 0.4528 6.9288 2.2689  -0.5065
58 H 0.3937 5.6445 0.6913  0.1534
59 H 1.8273 6.6832 0.7122  0.3474
60 H 1.6933 5.2997 1.8312  0.2196
61 H 1.1031 7.3220 2.8554  0.2679

Atoms 1-2, force components in eV/Å:
0.0 -0.1 0.7
0.1 0.1 -0.3


Molecular formula: C10H38O9
Method: DFT, wB97M-V/def2-TZVPD

Output
Maximum force: 0.03692 hartree/bohr
HOMO: -9.399 eV
SMILES: CC(C)O.CC(C)O.CO.CO.CO.CO.O.O.O

Last column: Mulliken charge in e.
Geometry (Å):
1 C -1.8716 -3.3600 2.2204  -0.7546
2 C -0.9342 -3.3799 3.4314  0.2532
3 C -0.3698 -1.9353 3.7250  -0.8261
4 O -1.6651 -3.7626 4.5595  -0.5567
5 H -2.7416 -2.7128 2.3312  0.1606
6 H -2.2428 -4.3293 1.8875  0.4418
7 H -1.2396 -3.0623 1.3837  0.0147
8 H -0.1331 -4.1187 3.4095  0.2946
9 H 0.1831 -1.6308 2.8363  0.0926
10 H 0.3098 -1.7942 4.5654  0.4632
11 H -1.1696 -1.2032 3.8366  0.0585
12 H -1.8559 -4.6913 4.4088  0.3375
13 C 1.4222 -1.4843 -3.7767  -1.4620
14 C 2.0807 -0.1737 -3.4398  0.8996
15 C 2.5428 0.6900 -4.5904  -1.5235
16 O 1.2700 0.5850 -2.6132  -0.4774
17 H 0.7875 -1.3619 -4.6543  0.3466
18 H 0.8453 -1.9484 -2.9767  0.2143
19 H 2.1345 -2.2583 -4.0626  0.4715
20 H 2.9781 -0.4695 -2.8964  0.2624
21 H 1.7100 1.2585 -5.0043  0.3149
22 H 3.0908 0.1931 -5.3910  0.3870
23 H 3.1783 1.4671 -4.1657  0.3516
24 H 1.1950 0.1376 -1.7672  0.2038
25 C -2.0664 -0.6261 -3.5289  -0.2918
26 O -1.2988 0.4825 -3.9755  -0.5508
27 H -2.3407 -0.4567 -2.4877  0.0614
28 H -2.9381 -0.7664 -4.1680  0.2997
29 H -1.3771 -1.4705 -3.5225  0.1252
30 H -0.5303 0.5752 -3.4076  0.3088
31 C -0.3149 1.6308 3.2673  -0.3577
32 O -0.9949 2.8718 3.1066  -0.5667
33 H 0.3929 1.4166 2.4665  0.1188
34 H 0.2062 1.6588 4.2242  0.4010
35 H -1.1312 0.9116 3.3348  0.1362
36 H -1.8987 2.8001 3.4221  0.3155
37 C 2.6803 3.0208 -0.7733  -0.2363
38 O 3.0868 4.0018 0.0952  -0.5913
39 H 2.7817 3.2655 -1.8306  0.1901
40 H 3.4094 2.2157 -0.6825  0.2059
41 H 1.6454 2.7610 -0.5503  0.0580
42 H 2.2735 4.4084 0.4033  0.4428
43 C -1.1877 0.8126 -0.0300  0.2168
44 O -1.2618 -0.5134 0.5133  -0.2154
45 H -0.7526 0.7286 -1.0258  -0.4618
46 H -2.1613 1.3024 -0.0446  0.4451
47 H -0.5477 1.4903 0.5351  -0.1065
48 H -0.3762 -0.8377 0.3341  0.2482
49 O -3.4185 -0.0927 2.4961  -0.6627
50 H -3.5297 -0.7034 3.2248  0.3543
51 H -2.7674 -0.5089 1.9313  0.2359
52 O 0.4302 4.3007 1.0650  -0.6441
53 H -0.0393 3.9955 1.8413  0.3277
54 H 0.1141 5.1940 0.9292  0.2861
55 O 1.2462 -1.2082 -0.2535  -0.5612
56 H 1.2564 -2.0977 -0.6069  0.2724
57 H 1.9052 -1.2182 0.4407  0.2285

Atoms 1-2, force components in eV/Å:
1.3 -0.3 -0.7
-0.2 1.6 0.7


Molecular formula: C10H3BrN3O2S2V
Method: DFT, wB97M-V/def2-TZVPD

Output
Spin multiplicity: 3
Maximum force: 0.01287 hartree/bohr
HOMO (spin up / spin down): -9.463 / -9.330 eV
<S²>: 2.04

Last column: Mulliken spin population.
Geometry (Å):
1 V 0.1366 0.7607 0.4191  2.1476
2 Br -2.6899 -1.5106 0.0298  0.0055
3 C -1.0613 -1.9238 -0.8063  0.0036
4 C -0.9367 -3.0785 -1.5614  -0.0009
5 C 0.2823 -3.3440 -2.1601  0.0114
6 C 1.3365 -2.4581 -1.9910  -0.0065
7 C 1.1291 -1.3321 -1.2235  0.0287
8 N -0.0560 -1.0698 -0.6396  -0.0357
9 C 2.2483 -0.3266 -1.0008  0.0000
10 O 3.3216 -0.5273 -1.5071  -0.0052
11 O 1.9272 0.6959 -0.2537  0.0217
12 H -1.7829 -3.7403 -1.6663  0.0001
13 H 0.4072 -4.2385 -2.7551  0.0007
14 H 2.3110 -2.6091 -2.4309  -0.0004
15 S -0.5698 0.5662 2.5780  -0.0890
16 C -0.6771 2.3127 2.5069  -0.0031
17 C -0.3278 3.0205 3.7001  0.0075
18 N -0.0568 3.5567 4.6794  -0.0006
19 C -1.0721 3.0037 1.3874  -0.0033
20 S -1.5206 2.2307 -0.1190  -0.0890
21 C -1.1354 4.4327 1.4119  0.0075
22 N -1.2133 5.5790 1.4023  -0.0007

Atoms 1-2, force components in eV/Å:
-0.3 0.2 0.2
0.0 0.0 0.0


Molecular formula: C10H40BF4N2O9
Method: DFT, wB97M-V/def2-TZVPD

Output
Maximum force: 0.04424 hartree/bohr
HOMO: -6.453 eV
Charge: -1

Last column: Mulliken charge in e.
Geometry (Å):
1 B 1.4178 0.3260 0.5881  0.5334
2 F 0.0801 -0.0697 0.8424  -0.4939
3 F 2.1337 0.0857 1.7616  0.0099
4 F 1.8998 -0.3918 -0.5091  -0.2161
5 F 1.4978 1.7229 0.3931  -0.3310
6 C 0.6193 0.9329 4.1501  -0.6370
7 C -0.4196 1.2396 5.2223  -0.2853
8 O -0.7468 -0.0239 5.8365  -0.5429
9 H 0.3557 0.0290 3.6025  -0.0030
10 H 1.5586 0.6529 4.6293  0.4321
11 H 0.7935 1.7377 3.4406  0.1763
12 H -1.3475 1.6679 4.8375  0.1952
13 H -0.0268 1.8653 6.0265  0.3512
14 H -1.4086 0.0575 6.5254  0.2838
15 O 2.9439 3.8932 0.9261  -0.7491
16 H 2.4863 3.0343 0.8204  0.4594
17 H 2.3827 4.5244 0.4684  0.2907
18 O 3.2837 -3.1300 0.2596  -0.6602
19 H 2.4633 -3.1628 0.7769  0.4457
20 H 3.3161 -2.2326 -0.0839  0.2717
21 O 4.7183 -0.6400 3.0574  -0.6826
22 H 3.9023 -0.3839 2.6029  0.3500
23 H 4.4194 -1.1628 3.8070  0.3073
24 O 0.9436 -2.6685 1.8865  -0.7915
25 H 0.1765 -2.6733 2.4659  0.3440
26 H 0.8138 -1.8879 1.3119  0.1643
27 O -0.7940 2.6537 -0.1746  -0.6262
28 H -0.3571 1.9256 0.2928  0.0579
29 H -0.5683 3.4360 0.3356  0.2953
30 O 4.5531 1.3045 0.0743  -0.7009
31 H 3.7606 0.7509 0.1565  0.1641
32 H 4.3110 2.1615 0.4395  0.3764
33 C 2.2461 -2.2158 -3.5731  -1.0369
34 C 1.4235 -1.0878 -4.1919  0.2255
35 C -0.0678 -1.3635 -4.1382  -0.6000
36 O -0.7961 -0.2627 -4.6620  -0.3519
37 C -2.1538 -0.5245 -4.9738  -0.7729
38 N 1.6730 0.1650 -3.4318  -0.6716
39 H 1.9278 -2.2606 -2.5298  0.1494
40 H 3.3096 -2.0014 -3.6146  0.3749
41 H 1.9526 -3.1453 -4.0724  0.3802
42 H 1.7193 -0.9971 -5.2419  0.3221
43 H -0.4325 -1.5426 -3.1202  0.2386
44 H -0.2764 -2.2467 -4.7547  0.4552
45 H -2.6765 0.2646 -4.4222  0.2308
46 H -2.4572 -1.5358 -4.7146  0.3809
47 H -2.3747 -0.1923 -5.9933  0.2755
48 H 2.6737 0.3095 -3.3711  0.2985
49 H 1.3343 -0.0620 -2.5048  0.1336
50 C -3.6546 -1.0541 -1.6992  -1.3019
51 C -4.0599 -0.1878 -0.4814  0.2829
52 C -2.8307 0.2470 0.3144  0.0992
53 O -3.3105 0.5343 1.6224  -0.4738
54 C -2.3507 0.9115 2.5571  -0.5295
55 N -4.8312 0.9250 -1.0476  -0.8052
56 H -4.5169 -1.4750 -2.2095  0.4436
57 H -2.9681 -1.8224 -1.3249  0.4297
58 H -3.0400 -0.5400 -2.4390  -0.0345
59 H -4.6907 -0.8490 0.1128  0.3467
60 H -2.1281 0.9688 -0.1120  0.2669
61 H -2.2027 -0.6576 0.3685  0.0109
62 H -2.8641 1.0832 3.5038  0.3197
63 H -1.8033 1.8249 2.2818  0.3275
64 H -1.5557 0.1655 2.7005  0.1577
65 H -4.1075 1.5953 -1.3139  0.3160
66 H -5.2722 1.4552 -0.2934  0.3234

Atoms 1-2, force components in eV/Å:
-0.1 0.0 0.7
0.1 0.3 -0.4


Q: Which E_tot values were calculated for the entries above? A: -2147.853663; -1080.861348; -5012.079519; -1616.260939, in hartree.